[1]
The following is a quantum chemistry calculation of a molecular structure, C47H60Br2N3P3SSiV, from OMol25.

HOMO level (spin up / spin down) (eV): -6.8842 / -6.7846
Kohn-Sham gap (spin up / spin down) (eV): 6.30 / 6.03
Strongest force on any atom (eV/A): 2.95
E (eV): -266536.216
Multiplicity: 4

The geometry in XYZ format:
```
118
Properties=species:S:1:pos:R:3:forces:R:3
V -0.5524 0.3491 -1.2885 0.4 0.8 0.0
C 3.4169 -0.9504 -3.3170 -1.0 -0.1 -1.5
C 2.8683 -2.1396 -2.5146 0.4 1.1 1.2
C 3.8956 -2.5581 -1.4321 -0.9 0.2 0.5
P 1.0846 -1.8908 -1.8971 0.3 0.9 0.3
C 0.3457 -2.8936 -3.2675 -0.6 0.6 -1.4
C -1.1938 -3.0320 -3.1704 1.8 -1.5 0.6
C 0.7636 -2.2636 -4.6608 -0.5 0.3 0.7
C 1.1056 -2.8277 -0.2944 0.0 -0.2 -0.7
C 1.3228 -4.1851 -0.2115 -0.5 -0.9 0.2
C 1.3377 -4.9307 0.9728 0.3 0.5 -0.7
C 1.2471 -4.2137 2.1474 -0.1 -0.2 0.7
C 1.0695 -2.8467 2.0893 0.5 1.1 0.2
C 1.0034 -2.1310 0.8892 -0.1 1.2 1.2
Si 0.8009 -0.2018 0.9172 -0.7 0.3 -0.1
C 0.7764 0.3169 2.7931 0.0 0.1 0.0
C 1.8561 1.0108 3.3526 0.0 -0.4 0.0
C 1.9370 1.2953 4.7246 0.7 0.2 -0.6
C 0.8774 1.0088 5.5583 -0.8 -0.7 -0.2
C -0.2614 0.3857 4.9858 1.1 0.3 1.5
C -0.2962 0.0292 3.6655 -0.5 -0.3 -1.1
P -1.8562 -0.6921 2.9527 0.6 0.2 0.0
C -2.3323 -1.8494 4.3096 -0.5 0.1 0.9
C -1.3473 -3.0047 4.4383 0.2 0.4 2.2
C -3.7358 -2.4201 3.9841 0.0 0.2 -1.1
C -2.9472 0.7966 3.2929 -0.4 -0.8 -0.8
C -4.3756 0.6280 2.7146 -0.7 1.3 0.3
C -2.3318 2.0077 2.6199 -0.9 0.1 -0.1
C 2.5656 0.3949 0.4984 0.3 -2.0 2.2
C 3.6073 -0.2124 1.2817 0.5 1.1 -2.3
C 4.9301 0.0534 0.9333 -1.0 -0.3 0.5
C 5.1887 0.9489 -0.1060 0.0 -0.3 -0.1
C 4.1832 1.5136 -0.8696 0.5 0.1 0.4
C 2.8543 1.2399 -0.5267 -0.1 0.8 -1.0
P 1.3952 1.9542 -1.3656 0.2 0.5 0.5
C 1.1981 3.6903 -0.4977 0.2 -1.0 0.1
C 2.5305 4.4210 -0.3275 -0.6 -1.2 -1.9
C 0.5244 3.5121 0.9156 0.6 0.4 -1.2
C 1.8591 2.2419 -3.1231 -0.1 0.6 0.4
C 3.2151 2.4836 -3.7341 0.9 0.1 0.9
C 0.9469 3.3268 -3.6136 -1.1 0.2 -0.3
H 3.9173 -1.3161 -4.2523 -0.2 0.3 0.8
H 4.1297 -0.4024 -2.7314 0.3 0.4 0.3
H 2.6075 -0.2559 -3.6758 0.9 -0.7 0.5
H 2.6685 -2.9374 -3.1671 0.3 -1.2 -0.9
H 3.7855 -1.8272 -0.5811 0.4 -0.9 -0.8
H 4.9214 -2.5308 -1.8316 -0.3 0.1 0.1
H 3.6732 -3.5864 -1.0698 0.3 0.8 -0.1
H 0.8870 -3.8345 -3.1963 -0.5 -0.6 0.0
H -1.2931 -3.6107 -2.2524 -0.8 -0.1 0.0
H -1.6259 -3.5731 -4.0102 0.1 -0.1 0.0
H -1.6854 -2.1034 -3.0806 -0.4 1.2 0.1
H 0.9034 -1.1699 -4.5401 -0.5 -0.5 -0.5
H 0.1094 -2.5313 -5.5193 -0.2 0.5 1.0
H 1.6933 -2.6760 -4.9706 1.1 -0.2 -0.1
H 1.4431 -4.6823 -1.1289 0.2 -1.0 -1.1
H 1.4683 -6.0092 0.9427 0.0 0.2 0.0
H 1.3213 -4.6893 3.1232 -0.1 -0.1 -0.2
H 1.0667 -2.2169 2.9869 -0.1 -0.6 -0.1
H 2.7102 1.2307 2.7033 -0.4 0.2 0.6
H 2.9052 1.6847 5.0617 -0.6 0.1 0.2
H 0.8980 1.1647 6.6400 0.1 0.1 -0.4
H -1.0541 0.0812 5.6643 0.0 0.3 -0.1
H -2.3598 -1.3274 5.3035 -0.2 -0.3 -0.9
H -1.0113 -3.3155 3.4993 0.3 -0.9 -1.5
H -1.8581 -3.8076 4.9908 0.3 0.0 -0.4
H -0.4376 -2.7733 5.0410 -0.6 0.2 -0.5
H -3.9730 -2.2930 2.9008 0.1 0.1 0.6
H -4.5220 -1.9257 4.5505 -0.1 -0.2 0.0
H -3.7751 -3.5059 4.0888 0.0 0.1 0.5
H -2.8944 0.8517 4.3743 -0.5 0.4 0.3
H -4.4195 0.9270 1.6476 0.4 0.1 0.5
H -5.0721 1.3446 3.2510 0.6 -0.9 -0.5
H -4.8132 -0.3604 2.6973 0.0 -0.3 0.5
H -2.3443 1.7895 1.5450 0.3 0.4 0.1
H -1.3502 2.1754 2.9799 1.1 0.2 0.1
H -2.8840 2.9416 2.8158 -0.2 -0.4 -0.1
H 3.3661 -0.9164 2.0457 -0.1 -0.4 0.4
H 5.7115 -0.4998 1.4462 0.2 0.4 -0.1
H 6.2048 1.1709 -0.3461 0.6 0.1 -0.2
H 4.4807 2.1253 -1.7205 -0.3 -0.1 0.5
H 0.6359 4.2871 -1.2303 -0.3 -0.2 0.5
H 3.0896 3.8858 0.4017 0.8 0.0 0.8
H 2.2942 5.4285 -0.0910 0.2 1.0 0.6
H 3.0633 4.3827 -1.2982 0.0 0.2 0.6
H 1.1297 2.8262 1.5293 -0.2 0.3 -0.2
H -0.4813 3.1339 0.8393 -0.3 -0.3 0.0
H 0.4669 4.4881 1.4120 0.1 -0.1 0.0
H 1.5067 1.3552 -3.6105 -0.4 -0.8 -0.1
H 3.8588 3.2338 -3.2154 -0.7 -0.2 -0.6
H 2.9154 2.8197 -4.7215 0.9 0.0 -0.4
H 3.7894 1.5523 -3.7442 0.0 0.3 -0.4
H 1.2872 4.3040 -3.3013 0.2 0.4 0.0
H -0.0578 3.1883 -3.2023 0.0 0.0 -0.4
H 0.8934 3.2862 -4.7101 -0.2 0.2 0.3
Br -5.9650 4.7056 -1.6885 0.9 -0.6 0.1
C -4.4060 3.5937 -1.4668 -0.5 -1.2 0.1
C -3.1257 4.0967 -1.5925 -1.4 -0.6 0.1
C -2.0710 3.2450 -1.3902 0.2 -0.4 -0.2
N -2.1798 1.9374 -1.1199 0.1 0.3 -0.2
C -3.4134 1.4258 -1.1027 -0.1 -0.8 0.1
C -4.5407 2.2172 -1.2311 -0.5 0.8 0.0
C -3.4865 -0.0768 -0.8632 -1.4 2.0 0.4
C -4.6954 -0.7364 -0.6136 0.1 0.0 -0.4
C -4.6510 -2.0701 -0.2386 1.1 0.9 0.0
Br -6.2472 -2.8402 0.2858 -0.5 -0.7 0.1
C -3.3901 -2.6747 -0.1038 -0.9 0.1 0.5
C -2.2769 -1.8851 -0.2320 1.1 -1.0 -0.9
N -2.3162 -0.6235 -0.6823 1.0 -1.4 0.3
H -3.0724 5.0976 -1.8992 0.8 1.3 -0.2
H -1.0910 3.6336 -1.5498 0.5 0.0 0.3
H -5.5169 1.7774 -1.1225 -0.2 0.0 -0.1
H -5.6573 -0.2409 -0.7527 0.4 -0.1 0.2
H -3.2655 -3.7108 0.1688 -0.1 -0.1 0.1
H -1.2724 -2.3649 -0.1224 -1.0 0.7 0.1
S -1.9712 0.7330 -6.0439 0.3 0.3 1.4
C -1.5558 0.7672 -4.4228 -0.2 -0.6 -1.9
N -1.2003 0.6465 -3.3180 0.3 -0.1 0.7
```
Positions in Å, forces in eV/Å.


[2]
The following is a quantum chemistry calculation of a molecular structure, C47H60GaGeN5OPS, from OMol25.

HOMO level (eV): -2.1030
Net charge: -1
Kohn-Sham gap (eV): 4.12
Strongest force on any atom (eV/A): 0.70
E (eV): -188225.524
Multiplicity: 1

The geometry in XYZ format:
```
117
Properties=species:S:1:pos:R:3:forces:R:3
Ga -0.4101 0.2610 -0.5975 -0.3 -0.6 -0.1
C 0.3368 3.9057 -0.1026 0.0 -0.1 -0.2
O 0.3244 2.7129 0.6623 -0.1 0.1 0.4
H -0.0169 4.7633 0.4732 0.0 0.0 0.0
H -0.2771 3.8098 -1.0048 0.0 0.0 0.0
H 1.3737 4.0888 -0.3964 0.0 0.0 0.0
H -0.5599 2.6085 1.0497 0.0 0.0 -0.1
C -2.1879 -0.0033 -0.9849 0.1 0.5 0.4
Ge -3.2084 1.5497 -0.8388 -0.2 -0.3 -0.2
C -5.1345 1.0109 -0.8259 -0.2 0.1 0.0
C -6.1782 1.9302 -0.6843 0.0 -0.1 0.0
C -7.5079 1.5190 -0.6469 0.1 0.0 0.0
C -7.8179 0.1667 -0.7527 0.1 0.0 0.0
C -6.7932 -0.7620 -0.8955 0.1 0.1 0.0
C -5.4661 -0.3378 -0.9296 -0.1 0.0 0.0
C -3.2351 2.8539 -2.3779 0.1 0.2 0.0
C -2.8558 4.2001 -2.3981 0.0 -0.1 -0.1
C -2.8157 4.9392 -3.5814 0.0 -0.1 0.0
C -3.1586 4.3423 -4.7850 0.0 0.0 0.0
C -3.5349 3.0013 -4.7939 0.0 0.0 0.0
C -3.5651 2.2758 -3.6113 0.0 0.1 0.0
C -3.1910 2.5968 0.8994 0.3 0.0 0.2
C -3.2729 3.9764 1.1202 -0.1 -0.1 0.1
C -3.1452 4.5302 2.3957 0.0 -0.1 -0.1
C -2.9477 3.7103 3.4965 0.0 -0.1 0.0
C -2.9003 2.3302 3.3139 0.0 0.0 -0.1
C -3.0159 1.7896 2.0383 0.1 0.2 0.0
H -5.9476 2.9906 -0.6008 0.0 0.0 0.0
H -8.3018 2.2503 -0.5338 0.0 0.0 0.0
H -8.8517 -0.1587 -0.7256 0.0 0.0 0.0
H -7.0285 -1.8187 -0.9772 0.0 0.0 0.0
H -4.6518 -1.0520 -1.0363 0.0 0.0 0.0
H -2.5691 4.6981 -1.4811 0.0 0.0 0.0
H -2.5152 5.9822 -3.5592 0.0 0.0 0.0
H -3.1310 4.9126 -5.7067 0.0 0.0 0.0
H -3.7943 2.5196 -5.7315 0.0 0.0 0.0
H -3.8360 1.2233 -3.6362 0.0 0.0 0.0
H -3.4619 4.6470 0.2921 0.0 0.0 0.0
H -3.2064 5.6060 2.5260 0.0 0.0 0.0
H -2.8378 4.1385 4.4862 0.0 0.0 0.0
H -2.7619 1.6749 4.1678 0.0 0.0 0.0
H -2.9494 0.7133 1.8992 0.1 0.0 0.0
N 1.1000 1.0728 -1.8158 -0.2 0.4 -0.2
S 2.3594 0.1828 -2.0996 0.2 -0.4 0.1
C 3.7231 0.7693 -1.0906 0.0 0.0 0.0
C 3.3939 1.5149 0.0275 0.0 0.1 0.0
C 4.4144 1.9230 0.8810 -0.1 0.0 0.0
C 5.7278 1.5581 0.6285 0.0 0.0 0.0
C 6.0393 0.7890 -0.4874 0.0 0.0 0.0
C 5.0334 0.3910 -1.3549 0.0 0.0 0.0
C 2.9887 0.6263 -3.7155 -0.1 0.2 0.1
C 3.5050 1.8878 -3.9720 0.1 0.1 -0.1
C 3.8585 2.2270 -5.2682 0.0 0.0 0.1
C 3.6906 1.3081 -6.2981 0.0 0.1 0.0
C 3.1698 0.0542 -6.0352 -0.1 -0.1 0.1
C 2.8113 -0.2898 -4.7356 0.0 -0.1 -0.1
H 1.2323 2.0666 -1.9790 0.0 0.0 -0.1
H 2.3527 1.7607 0.2180 0.1 -0.1 0.1
H 4.1728 2.5187 1.7519 0.0 0.0 0.0
H 6.5144 1.8705 1.3040 0.0 0.0 0.0
H 7.0650 0.5027 -0.6836 0.0 0.0 0.0
H 5.2692 -0.1990 -2.2339 0.0 0.0 0.0
H 3.6356 2.5961 -3.1613 0.0 0.0 0.0
H 4.2607 3.2108 -5.4765 0.0 0.0 0.0
H 3.9633 1.5771 -7.3106 0.0 0.0 0.0
H 3.0293 -0.6570 -6.8393 0.0 0.0 0.0
H 2.3834 -1.2611 -4.5156 0.0 0.0 0.0
N 0.8983 -0.8152 0.2311 0.3 0.3 -0.3
P 0.7654 -1.9006 1.2961 0.1 -0.1 0.4
N 0.4330 -1.3053 2.8312 -0.1 0.1 0.1
C 0.6216 0.1053 3.1511 0.1 -0.2 0.0
C 1.9251 0.3315 3.9159 0.0 0.0 0.0
C 1.9780 -0.5498 5.1632 0.0 0.0 -0.1
C 1.7667 -2.0153 4.7858 0.0 0.0 0.0
C 0.4700 -2.1798 3.9932 0.1 0.1 -0.1
N 2.2010 -2.7975 1.3953 0.1 -0.2 -0.2
C 3.3667 -2.3115 0.6450 -0.1 -0.1 0.2
C 4.6332 -3.0037 1.1337 0.0 -0.1 0.0
C 4.5776 -4.5277 0.9103 -0.1 0.1 0.0
C 3.1225 -5.0193 0.9025 0.0 0.1 0.0
C 2.2924 -4.1810 1.8686 0.1 0.2 0.0
N -0.3864 -3.1212 1.1978 -0.3 0.0 -0.3
C -1.7854 -2.6762 1.4884 0.2 -0.1 0.0
C -2.7612 -3.7632 1.0685 0.1 -0.1 0.0
C -2.7629 -3.9323 -0.4607 0.0 0.0 0.0
C -1.3905 -3.5760 -1.0423 0.0 0.0 0.1
C -0.2865 -3.9248 -0.0508 -0.1 0.2 0.2
H -0.2227 0.4486 3.7631 -0.1 0.0 0.0
H 0.6117 0.6754 2.2266 0.0 0.0 0.0
H 2.0170 1.3894 4.1851 0.0 0.0 0.0
H 2.7613 0.0728 3.2543 0.0 0.1 0.0
H 1.1839 -0.2385 5.8533 0.0 0.0 0.0
H 2.9277 -0.4230 5.6887 0.0 0.0 0.0
H 1.7375 -2.6457 5.6800 0.0 0.0 0.0
H 2.6013 -2.3522 4.1600 0.0 0.0 0.0
H -0.3801 -1.9376 4.6478 0.0 0.0 0.0
H 0.3423 -3.2109 3.6637 0.0 0.0 0.0
H 3.4525 -1.2359 0.7826 0.0 0.0 0.0
H 3.2446 -2.4729 -0.4361 0.0 0.0 0.0
H 4.7539 -2.7857 2.1994 0.0 0.0 0.0
H 5.4948 -2.5704 0.6209 0.0 0.0 0.0
H 5.1296 -5.0329 1.7078 0.0 0.0 0.0
H 5.0679 -4.7931 -0.0303 0.0 0.0 0.0
H 3.0678 -6.0767 1.1725 0.0 0.0 0.0
H 2.6953 -4.9181 -0.0981 0.0 0.0 0.0
H 2.7732 -4.2262 2.8599 0.0 0.0 0.0
H 1.2894 -4.5835 1.9861 0.0 0.0 0.0
H -2.0341 -1.7549 0.9437 0.0 0.1 0.0
H -1.8694 -2.4788 2.5579 0.0 0.0 0.0
H -3.7577 -3.4969 1.4259 0.0 0.0 0.0
H -2.4814 -4.7038 1.5580 0.0 0.0 0.0
H -3.5115 -3.2726 -0.9025 0.0 0.0 0.0
H -3.0335 -4.9618 -0.7174 0.0 0.0 0.0
H -1.3665 -2.5023 -1.2537 0.0 0.0 0.0
H -1.2179 -4.1079 -1.9821 0.0 0.0 0.0
H 0.6887 -3.7448 -0.5058 0.0 0.0 0.0
H -0.3326 -4.9926 0.2020 0.0 0.0 0.0
```
Positions in Å, forces in eV/Å.


[3]
The following is a quantum chemistry calculation of a molecular structure, C47H61N6OP2Ta, from OMol25.

HOMO level (eV): -12.5735
Net charge: +2
Kohn-Sham gap (eV): 6.26
Strongest force on any atom (eV/A): 2.72
E (eV): -80836.479
Multiplicity: 1

The geometry in XYZ format:
```
118
Properties=species:S:1:pos:R:3:forces:R:3
Ta 0.5501 0.6790 0.2770 -0.7 -0.4 -2.6
C 2.5142 0.3735 5.3144 -0.1 0.1 0.0
C 2.5173 0.2339 3.7920 -0.1 0.2 -0.3
C 3.3437 -0.9877 3.3700 0.0 0.1 0.0
P 0.8621 0.1700 2.9213 -0.1 -0.6 0.3
C -0.4476 1.1019 3.8674 0.2 0.0 -0.2
C -0.9306 0.4622 5.1644 0.0 0.0 0.0
C -0.0333 2.5639 4.0531 0.0 0.0 -0.1
C 0.4000 -1.5650 2.8932 0.1 0.1 -0.1
C 0.4032 -2.3379 4.0551 0.0 0.0 0.0
C 0.0327 -3.6701 4.0599 0.0 0.0 0.1
C 0.0108 -4.4797 5.3250 0.0 0.0 0.0
C -0.3598 -4.2084 2.8386 0.0 0.1 0.0
C -0.3488 -3.4623 1.6762 0.0 0.1 -0.3
C 0.0587 -2.1196 1.6507 0.0 -0.2 0.5
N 0.0364 -1.2954 0.4800 0.6 -0.5 0.5
C -0.6537 -1.9075 -0.6228 -0.5 0.1 -0.1
C -0.2177 -3.0741 -1.2326 0.2 0.0 0.0
C -1.0224 -3.7193 -2.1543 0.0 0.0 0.0
C -2.2754 -3.2190 -2.4981 0.0 0.0 0.0
C -3.1456 -3.9265 -3.4982 0.0 0.1 0.0
C -2.6873 -2.0253 -1.9134 0.0 0.0 0.0
C -1.8853 -1.3587 -0.9947 0.2 0.2 0.2
P -2.2277 0.2432 -0.1948 -0.4 -0.3 0.0
C -3.2053 1.2629 -1.4266 0.2 -0.1 0.1
C -2.5961 1.1424 -2.8257 0.0 0.1 0.1
C -4.7109 0.9918 -1.4799 0.1 0.0 0.0
C -3.5161 -0.1678 1.0852 0.3 0.1 0.1
C -3.0794 -1.2623 2.0511 -0.1 0.0 0.0
C -3.9649 1.0855 1.8394 0.0 0.0 -0.1
H 3.5521 0.4355 5.6446 0.0 0.0 0.0
H 2.0675 -0.4884 5.8069 0.0 0.0 0.0
H 2.0077 1.2729 5.6572 0.0 0.0 0.0
H 2.9778 1.1426 3.3864 0.0 0.0 0.0
H 3.0375 -1.8687 3.9307 0.0 0.0 0.0
H 4.3986 -0.8050 3.5802 0.0 0.0 0.0
H 3.2318 -1.2161 2.3116 0.0 -0.1 0.0
H -1.2805 1.0855 3.1529 0.0 0.0 0.0
H -0.1470 0.4339 5.9204 0.0 0.0 0.0
H -1.2989 -0.5493 5.0021 0.0 0.0 0.0
H -1.7531 1.0571 5.5652 0.0 0.0 0.0
H 0.7949 2.6667 4.7530 0.0 0.0 0.0
H -0.8722 3.1289 4.4619 0.0 0.0 0.0
H 0.2548 3.0264 3.1055 0.0 0.0 0.0
H 0.6924 -1.8792 4.9918 0.0 0.0 0.0
H 0.6276 -4.0225 6.0973 0.0 0.0 0.0
H 0.3701 -5.4928 5.1495 0.0 0.0 0.0
H -1.0084 -4.5539 5.7096 0.0 0.0 0.0
H -0.6892 -5.2393 2.7871 0.0 0.0 0.0
H -0.6874 -3.9429 0.7752 0.0 -0.1 0.0
H 0.7422 -3.4933 -0.9583 0.0 0.0 0.0
H -0.6732 -4.6422 -2.6027 0.0 0.0 0.0
H -2.8843 -4.9804 -3.5727 0.0 0.0 0.0
H -3.0228 -3.4801 -4.4881 0.0 0.0 0.0
H -4.1992 -3.8477 -3.2331 0.0 0.0 0.0
H -3.6629 -1.6334 -2.1725 0.0 0.0 0.0
H -3.0620 2.2859 -1.0777 0.0 0.0 0.0
H -2.9055 0.2151 -3.3055 0.0 0.0 0.0
H -1.5114 1.1671 -2.7901 0.1 0.0 -0.1
H -2.9278 1.9735 -3.4499 0.0 0.0 0.0
H -4.9423 -0.0517 -1.6925 0.0 0.0 0.0
H -5.1270 1.5897 -2.2923 0.0 0.0 0.0
H -5.2271 1.2809 -0.5664 0.0 0.0 0.0
H -4.3482 -0.5534 0.4904 0.0 0.0 0.0
H -2.2254 -0.9520 2.6566 0.0 0.0 0.0
H -2.8140 -2.1814 1.5309 0.0 0.0 0.0
H -3.9033 -1.4868 2.7313 0.0 0.0 0.0
H -3.2309 1.3660 2.5979 0.0 0.0 0.0
H -4.9048 0.8827 2.3537 0.0 0.0 0.0
H -4.1200 1.9418 1.1809 0.0 0.0 0.1
C 2.4133 -4.0667 -4.4863 0.0 0.0 0.0
C 2.0302 -2.7836 -3.8077 0.0 0.1 0.1
C 0.8934 -2.0667 -4.1772 0.0 0.0 -0.1
C 0.5147 -0.9278 -3.4996 -0.1 0.1 0.0
C 1.2709 -0.4186 -2.4442 0.1 -0.3 -0.1
N 0.9000 0.7914 -1.7791 -0.4 0.0 1.2
C 0.9001 1.9207 -2.6453 0.2 0.5 -0.2
C 1.5264 1.8324 -3.9009 0.0 -0.2 0.2
C 1.3495 2.7574 -4.9086 0.0 0.2 0.0
C 0.5158 3.8550 -4.7273 0.1 -0.1 0.1
C 0.1690 4.8019 -5.8372 0.1 0.1 0.0
C 0.0256 4.0441 -3.4447 0.0 0.1 0.0
C 0.2505 3.1503 -2.4015 0.1 -0.2 -0.2
N -0.1826 3.6180 -1.1272 0.0 0.4 0.1
C -0.0751 4.9042 -0.7211 -0.1 0.0 0.1
C -0.7363 5.0160 0.4799 0.0 0.0 0.1
C -1.2106 3.7286 0.7389 -0.2 -0.1 -0.1
N -0.8820 2.8894 -0.2403 0.5 -0.4 -0.2
C 2.4442 -1.0976 -2.1190 -0.2 0.0 -0.1
C 2.7943 -2.2777 -2.7667 0.1 0.0 0.0
N 3.3687 -0.5516 -1.1934 0.2 -0.1 0.0
C 4.7104 -0.5270 -1.3449 0.1 0.1 0.2
C 5.2432 0.0646 -0.2245 0.0 0.0 0.0
C 4.1385 0.3802 0.5678 0.0 0.1 -0.1
N 3.0078 0.0005 -0.0206 -1.0 0.2 0.3
H 1.6705 -4.3521 -5.2287 0.0 0.0 0.0
H 3.3766 -3.9715 -4.9890 0.0 0.0 0.0
H 2.5056 -4.8711 -3.7550 0.0 0.0 0.0
H 0.2939 -2.4130 -5.0104 0.0 0.0 0.0
H -0.3711 -0.3938 -3.8173 0.0 0.0 0.1
H 2.1615 0.9810 -4.0962 0.0 0.0 -0.1
H 1.8535 2.6137 -5.8561 0.0 -0.1 0.0
H 0.3892 4.3630 -6.8081 0.0 0.0 0.0
H -0.8883 5.0630 -5.8028 0.0 0.0 0.0
H 0.7384 5.7300 -5.7535 0.0 0.0 0.0
H -0.5699 4.9261 -3.2398 0.0 0.0 0.0
H 0.4584 5.6409 -1.2974 0.0 0.0 0.0
H -0.8500 5.8968 1.0876 0.0 0.0 0.0
H -1.7881 3.3741 1.5800 0.0 0.0 0.0
H 3.6956 -2.7948 -2.4581 0.0 0.0 0.0
H 5.1955 -0.9021 -2.2295 -0.1 0.0 0.0
H 6.2819 0.2480 -0.0135 0.0 0.0 0.0
H 4.1242 0.8569 1.5331 0.0 0.0 0.0
C 2.3555 3.2080 1.0516 0.3 0.2 0.3
O 1.4186 2.2128 0.7255 0.9 1.2 0.5
H 2.1817 4.0951 0.4457 -0.1 -0.1 0.0
H 3.3661 2.8457 0.8571 -0.1 0.0 0.0
H 2.2735 3.4909 2.1037 -0.1 -0.1 0.0
```
Positions in Å, forces in eV/Å.